1.
This record from the OMol25 dataset describes 6 unconnected molecules or ions with the total composition C36H90O24P6 in a non-equilibrium geometry. The level of theory is ωB97M-V with the def2-TZVPD basis set.

```
156
Properties=species:S:1:pos:R:3:forces:R:3:mulliken_charge:R:1
C -4.12096 -1.21805 -3.99112 -1.1 1.1 1.2 -0.861
C -5.72101 -1.13964 -4.06851 2.0 -2.4 0.2 -0.209
O -6.36218 -1.49349 -2.77871 -0.8 0.5 -0.3 -0.314
P -6.98620 -2.93823 -2.36848 -0.3 1.0 1.1 0.780
O -7.82706 -3.15693 -1.12722 1.5 1.2 -2.8 -0.704
O -5.58858 -3.64004 -2.27820 -0.2 1.4 -1.1 -0.080
C -5.50419 -4.98661 -2.08373 -0.5 -2.6 1.2 -0.334
C -5.36400 -5.81288 -3.30935 0.4 -0.1 -1.5 -1.131
O -7.65963 -3.45678 -3.73103 -0.9 0.9 0.7 -0.314
C -9.07838 -3.14042 -3.84246 -1.9 -1.3 -1.5 -0.444
C -9.60571 -1.74426 -4.17216 2.4 0.2 1.2 -1.055
H -3.72758 -2.13753 -3.55763 -0.7 -0.5 -0.5 0.243
H -3.69408 -1.04859 -4.97964 -0.1 0.0 0.0 0.437
H -3.70866 -0.50522 -3.27700 -0.1 0.6 -0.3 0.003
H -6.15612 -0.25559 -4.53457 0.2 0.3 0.8 0.436
H -5.82847 -1.93474 -4.80633 -1.0 -0.2 0.2 0.230
H -4.66645 -5.07514 -1.39202 -0.1 -0.7 0.0 0.383
H -6.41789 -5.42460 -1.68197 -0.1 0.5 1.1 0.296
H -6.25431 -5.93596 -3.92604 -0.5 0.6 0.3 0.258
H -4.65134 -5.31771 -3.96892 0.6 -0.7 -0.1 0.286
H -5.18202 -6.85265 -3.03760 0.8 0.1 0.0 0.392
H -9.45697 -3.73894 -4.67105 0.6 -0.5 -0.1 0.370
H -9.67443 -3.49558 -3.00182 0.7 -0.1 0.5 0.394
H -10.68221 -1.80269 -4.33289 0.2 0.2 0.1 0.379
H -9.30220 -1.18330 -3.28825 -0.8 0.7 0.1 0.285
H -9.04306 -1.27359 -4.97839 -0.4 -0.2 -0.4 0.266
C -3.70471 5.70009 -0.10982 -0.9 0.5 0.9 -1.103
C -2.19526 5.59450 0.13293 -2.3 -0.9 -1.9 0.342
O -1.81928 6.05501 1.37885 1.1 0.5 2.7 -0.398
P -1.59149 5.09656 2.65355 0.9 -0.9 1.9 0.630
O -1.86180 5.68385 4.00698 0.3 -0.7 -2.4 -0.780
O -2.48570 3.79910 2.25575 -1.0 0.0 1.3 0.049
C -3.80990 3.34260 2.86244 0.4 -1.0 -0.5 -0.270
C -3.82824 1.79800 2.75097 1.5 0.7 0.4 -0.988
O -0.00979 4.50992 2.54743 -1.8 1.2 -1.3 -0.198
C 0.69510 3.76783 3.55435 -0.1 0.1 0.3 -0.365
C -0.00192 2.48348 3.82831 -1.0 0.6 0.5 -0.959
H -4.08830 6.72035 -0.10652 0.5 0.4 0.4 0.381
H -4.05920 5.40170 -1.09642 0.5 -0.8 0.0 0.375
H -4.24183 5.20177 0.69720 -0.2 -0.3 -0.3 0.060
H -1.97886 4.52623 0.12581 0.6 0.2 -1.0 -0.098
H -1.89255 6.24658 -0.68638 1.6 -0.4 0.3 0.355
H -4.02364 3.54235 3.91244 0.9 0.9 0.0 0.307
H -4.61313 3.79537 2.28113 0.3 0.0 -0.1 0.256
H -3.33837 1.53276 1.81407 -0.9 -0.4 -0.4 0.147
H -3.12568 1.37674 3.47004 0.3 0.3 0.3 0.269
H -4.75302 1.31541 3.06718 -0.3 0.3 -0.9 0.461
H 1.70448 3.45339 3.28906 0.2 1.1 -0.9 0.314
H 0.74658 4.38677 4.45010 0.1 0.0 0.1 0.309
H 0.59800 1.90020 4.52688 -0.3 -0.2 0.0 0.536
H -0.92103 2.87075 4.26803 -0.4 -1.0 0.4 0.235
H -0.24734 1.96638 2.90070 0.2 -0.2 0.1 0.173
C 0.47911 -0.68954 0.86549 -0.7 1.2 0.3 -0.708
C -0.31460 -0.08497 -0.28026 0.5 -3.2 -1.0 -0.503
O 0.04920 1.22683 -0.49746 0.0 1.0 1.1 0.193
P 0.63287 1.86502 -1.80268 1.0 0.2 -0.9 0.562
O 0.98268 0.82554 -2.82316 -0.2 1.8 1.2 -0.783
O -0.63426 2.86485 -2.21041 2.8 -0.7 1.1 -0.319
C -1.93229 2.29319 -2.21166 -2.0 0.7 -1.8 0.819
C -2.50202 2.51567 -3.66802 0.7 -0.2 0.4 -1.488
O 1.87606 2.81505 -1.19861 -3.9 0.2 -1.6 -0.233
C 3.24483 2.44906 -0.93885 -1.5 -1.4 -0.7 0.068
C 3.47181 2.69140 0.51113 0.8 1.4 0.4 -0.972
H 0.37092 -1.76865 0.97468 -0.4 0.2 0.0 0.309
H 1.54353 -0.48668 0.74744 -0.1 0.2 0.1 0.078
H 0.01877 -0.10905 1.66500 0.8 -0.5 1.1 0.122
H -0.07612 -0.75393 -1.10714 -0.1 0.6 -0.8 0.485
H -1.38896 -0.20019 -0.13677 -0.1 0.4 0.3 0.282
H -2.02068 1.23838 -1.95155 0.7 -0.1 -0.1 -0.267
H -2.63440 2.77886 -1.53395 0.6 0.5 0.5 0.091
H -2.31883 1.56492 -4.16864 -0.4 0.3 -0.6 0.319
H -3.51193 2.90825 -3.78665 -0.4 -0.8 0.6 0.364
H -1.98071 3.31626 -4.19280 0.7 -0.2 0.2 0.399
H 3.17567 1.37754 -1.12635 1.2 -0.2 -0.2 0.216
H 3.84747 2.97651 -1.67825 0.3 -0.1 0.3 0.097
H 2.62050 2.29057 1.06134 0.5 -0.4 0.3 0.050
H 4.49082 2.44774 0.81170 -0.2 -1.1 0.2 0.425
H 3.54406 3.74931 0.76356 -0.7 0.4 -0.4 0.355
C 1.69050 -2.84263 6.21345 1.7 0.7 -1.9 -1.329
C 0.35002 -2.66894 6.79470 0.0 -1.4 1.3 0.071
O -0.45393 -3.81778 6.37255 0.4 -0.4 0.9 -0.309
P -1.91718 -3.69363 5.79995 1.5 2.2 -0.9 0.629
O -2.51035 -4.92384 5.26931 0.1 0.5 0.6 -0.738
O -2.65267 -2.83758 6.95118 -0.3 0.7 -3.3 -0.269
C -2.68665 -3.10579 8.29765 0.3 -2.1 2.1 -0.230
C -4.07958 -3.24076 8.89180 -0.4 0.1 -0.3 -1.246
O -1.51081 -2.55794 4.64807 -0.7 -0.3 1.8 -0.082
C -1.23239 -3.00955 3.31462 -2.9 0.0 0.1 0.788
C -2.66899 -2.99181 2.64053 1.8 -0.7 -1.1 -1.198
H 2.48264 -2.33368 6.76263 -0.3 0.5 0.1 0.415
H 2.13991 -3.82393 6.06114 -0.9 -0.4 0.3 0.311
H 1.63627 -2.40084 5.21847 0.5 0.0 -0.3 0.213
H 0.51876 -2.75911 7.86778 -0.8 0.0 0.3 0.303
H -0.06961 -1.68976 6.56404 -0.3 -0.3 -0.2 0.321
H -2.30620 -4.11458 8.45798 0.4 -0.3 0.0 0.334
H -1.96561 -2.51554 8.86318 -0.4 0.8 -0.2 0.328
H -4.78633 -2.41854 8.77978 0.4 0.4 0.0 0.319
H -4.55426 -4.08746 8.39596 0.0 -0.1 0.0 0.309
H -3.99586 -3.49290 9.94893 0.1 0.1 0.0 0.363
H -0.58268 -2.30856 2.79059 -0.1 0.2 0.5 -0.209
H -0.72962 -3.97612 3.34692 -0.3 -0.2 -0.2 -0.036
H -2.92076 -1.98609 2.30403 0.0 0.1 0.3 0.217
H -2.56236 -3.58953 1.73529 -0.3 -0.1 -0.3 0.331
H -3.48343 -3.44321 3.20712 0.4 0.1 0.3 0.401
C 4.64579 -8.32014 3.98228 0.8 0.2 -1.7 -1.133
C 4.25340 -8.16795 2.52142 0.0 -0.8 -0.4 -0.232
O 4.31300 -6.79458 2.17732 -1.4 2.6 -0.4 -0.246
P 3.48094 -6.21788 0.90736 1.1 1.0 0.4 0.489
O 3.52535 -7.16886 -0.19482 -1.0 -0.6 -0.3 -0.698
O 4.26782 -4.85227 0.51261 -1.4 -1.2 1.3 -0.354
C 3.73462 -4.02359 -0.55472 1.0 1.3 0.2 -0.634
C 3.43816 -2.57818 0.05826 -0.2 -1.2 -1.0 -0.568
O 2.04847 -5.62080 1.40374 0.5 -0.4 -0.1 0.152
C 0.96224 -6.38578 1.96849 -0.3 -1.5 0.5 0.215
C -0.22124 -6.62089 1.06700 -0.1 1.3 -1.7 -1.334
H 4.59812 -9.37126 4.26684 -0.5 0.2 0.3 0.381
H 5.70865 -8.07877 3.96932 0.0 0.4 0.8 0.280
H 4.01153 -7.59801 4.49642 0.3 -0.4 0.7 0.271
H 4.94549 -8.58533 1.79006 -0.1 -0.9 0.4 0.326
H 3.25448 -8.58783 2.40322 -0.1 0.1 -0.4 0.308
H 4.57433 -4.06847 -1.24825 0.1 0.9 -0.1 0.370
H 2.96027 -4.49032 -1.16350 -0.6 0.0 0.7 0.344
H 2.62382 -2.64141 0.78003 0.4 -0.3 0.4 0.045
H 4.34850 -2.12770 0.45382 -0.1 -0.4 0.3 0.309
H 3.03737 -1.83795 -0.63422 0.2 -0.3 -0.7 0.348
H 1.28997 -7.39159 2.23120 0.5 0.0 0.2 0.072
H 0.57695 -5.96941 2.89923 0.6 0.7 0.0 0.220
H -1.17954 -6.80335 1.55327 0.4 -0.6 0.4 0.400
H -0.45113 -5.71441 0.50703 0.1 0.5 0.0 0.258
H 0.01703 -7.30910 0.25601 -0.2 -0.5 0.3 0.388
C 5.62433 7.02338 -8.31220 1.4 -0.7 0.8 -0.639
C 6.18318 8.24800 -7.54881 -1.4 -1.3 -0.3 -0.325
O 7.37051 7.90323 -6.72644 -0.8 0.3 0.0 -0.416
P 7.19163 7.34948 -5.19679 -1.0 1.0 -1.6 0.991
O 6.26275 8.23691 -4.39379 1.5 -2.5 -1.2 -0.692
O 6.89526 5.74835 -5.53469 -0.6 2.4 0.3 -0.371
C 5.73974 5.18570 -4.90626 0.1 -0.9 1.4 -0.195
C 6.21373 3.86023 -4.32153 -0.1 0.0 0.4 -0.900
O 8.68597 7.21627 -4.69917 -1.4 -1.3 -2.6 -0.302
C 9.27422 7.85613 -3.66411 0.0 1.4 3.5 -0.286
C 8.54285 7.58237 -2.30890 0.5 0.5 0.0 -1.120
H 6.23099 6.77914 -9.18422 0.2 -0.2 0.1 0.264
H 5.75825 6.27718 -7.52904 -0.4 -0.8 -0.6 0.000
H 4.58901 7.03545 -8.65290 0.0 0.6 0.4 0.334
H 6.33093 8.96639 -8.35515 1.0 0.7 1.0 0.337
H 5.32852 8.48876 -6.91660 0.5 0.8 0.4 0.280
H 5.42706 5.87508 -4.12199 -0.3 -0.1 0.0 0.397
H 4.88334 4.95593 -5.54020 0.2 0.7 -0.6 0.336
H 7.26592 4.00238 -4.07494 0.0 -0.4 -0.1 0.341
H 5.70969 3.58633 -3.39471 -0.2 0.2 0.0 0.020
H 6.03611 3.03580 -5.01210 0.4 0.0 -0.1 0.320
H 10.33447 7.60360 -3.65014 -0.1 -0.4 0.1 0.333
H 9.24027 8.94378 -3.72714 -0.1 0.2 -0.6 0.309
H 9.00847 8.23498 -1.57041 0.3 -0.2 0.2 0.377
H 7.51354 7.94100 -2.30926 0.0 -0.1 -0.5 0.342
H 8.52316 6.55956 -1.93264 0.3 -0.1 -0.3 0.283
```
Forces are in eV/Å.

Output
- gap between HOMO and LUMO (eV) = 10.8
- structure (SMILES) = CCOP(=O)(OCC)OCC.CCOP(=O)(OCC)OCC.CCOP(=O)(OCC)OCC.CCOP(=O)(OCC)OCC.CCOP(=O)(OCC)OCC.CCOP(=O)(OCC)OCC
- charge = 0
- E_LUMO (eV) = 0.347


2.
This record from the OMol25 dataset describes 7 unconnected molecules or ions with the total composition H14O7. The level of theory is ωB97M-V with the def2-TZVPD basis set.

```
21
Properties=species:S:1:pos:R:3:forces:R:3:mulliken_charge:R:1
O 1.32794 -0.93776 -0.03599 0.0 0.2 0.0 -0.618
H 1.39072 -0.22251 0.60702 0.0 -0.1 0.0 0.306
H 0.59635 -0.67661 -0.60658 0.0 -0.1 0.1 0.308
O -2.94258 -0.61919 -0.69650 -0.4 -0.4 -0.1 -0.635
H -3.15969 0.30288 -0.87436 0.4 -0.1 -0.1 0.278
H -2.65733 -0.61957 0.22416 0.1 0.1 -0.1 0.372
O -1.13857 -4.52148 3.08646 -0.1 0.2 0.1 -0.636
H -1.88566 -4.22309 3.61732 0.1 -0.1 -0.1 0.319
H -0.70232 -3.70566 2.81604 0.0 -0.1 0.0 0.317
O 3.00412 3.21940 0.44711 0.1 -0.1 -0.1 -0.637
H 3.09868 2.31576 0.12543 0.0 0.0 0.0 0.315
H 3.85413 3.62872 0.24982 -0.1 0.0 0.0 0.321
O -1.26529 1.40872 -1.43914 0.4 0.2 -0.1 -0.559
H -0.78197 0.74295 -1.94129 -0.2 0.0 0.0 0.299
H -0.60508 2.08508 -1.25031 -0.1 0.1 0.0 0.295
O -2.82462 1.06030 1.41662 -0.2 0.3 0.4 -0.658
H -2.82237 1.65390 2.17598 0.1 -0.1 0.0 0.290
H -3.68861 1.19949 1.01272 0.0 0.0 0.1 0.320
O 3.88437 -0.50457 -2.66745 -0.1 0.0 -0.2 -0.625
H 3.57347 -1.41606 -2.70635 0.0 0.1 0.1 0.317
H 3.74431 -0.17070 -3.56071 0.1 0.0 0.1 0.312
```
Forces are in eV/Å.

Output
- gap between HOMO and LUMO (eV) = 11.0
- structure (SMILES) = O.O.O.O.O.O.O
- charge = 0
- E_LUMO (eV) = 0.193


3.
This record from the OMol25 dataset describes 2 unconnected molecules or ions with the total composition C9H14 in a non-equilibrium geometry. The level of theory is ωB97M-V with the def2-TZVPD basis set.

```
23
Properties=species:S:1:pos:R:3:forces:R:3:mulliken_charge:R:1
C -0.00502 -1.44260 -1.87856 1.3 0.2 0.9 -1.548
C -0.65408 -0.71271 -0.73181 -0.8 0.2 -0.4 0.618
C -0.75468 -1.22803 0.56426 0.2 0.1 -1.0 -0.038
C -1.62904 -0.66976 1.48072 1.2 0.1 1.1 -0.534
C -2.26227 0.53862 1.24746 -0.2 0.4 -1.0 -0.429
C -2.13374 1.09242 -0.02366 -0.1 -1.0 -0.1 -0.530
C -1.38339 0.43451 -1.00125 -0.6 1.0 0.3 -0.343
H 0.31505 -0.76487 -2.66622 -0.7 0.0 -0.3 0.355
H -0.65071 -2.25634 -2.19361 0.1 0.0 -0.4 0.357
H 0.96736 -1.85098 -1.57436 -0.3 -0.4 0.2 0.348
H -0.07534 -2.03838 0.80243 -0.4 -0.3 0.3 0.335
H -1.60842 -1.12098 2.46323 -0.4 0.1 0.2 0.315
H -2.85670 1.10535 1.94722 -0.1 -0.4 0.4 0.407
H -2.74762 1.92084 -0.34452 0.2 0.4 0.3 0.372
H -1.44623 0.93406 -1.95868 0.4 -0.5 -0.4 0.291
C 2.55900 0.21933 0.18454 -1.5 0.3 -1.1 -0.757
C 1.70018 1.31606 0.83932 1.1 -1.0 0.9 -0.569
H 2.05243 -0.73539 0.32436 0.7 -0.3 0.4 0.117
H 2.45605 0.36504 -0.88294 0.0 0.1 -0.6 0.210
H 3.63455 0.25918 0.31244 0.0 -0.2 0.8 0.384
H 0.69631 1.34878 0.43502 0.1 0.3 -0.4 0.063
H 1.54502 1.06036 1.89282 0.2 0.3 0.1 0.217
H 2.28130 2.22546 0.76178 -0.5 0.6 0.1 0.359
```
Forces are in eV/Å.

Output
- gap between HOMO and LUMO (eV) = 10.2
- structure (SMILES) = Cc1ccccc1.CC
- charge = 0
- E_LUMO (eV) = 1.049


Question: Among the records above, which one has the highest E_LUMO?
Answer: C9H14